[1]
{"formula": "C15H14BrO13Pd", "method": "the ωB97M-V functional and the def2-TZVPD basis", "lumo_ha": [0.0527, 0.0086], "e_above_lowest_ev": 6.5310, "multiplicity": 3, "fmax_ha_per_bohr": 0.110, "charge": -1, "energy_ha": -4259.8321, "elements": ["Pd", "Br", "C", "C", "C", "O", "C", "C", "C", "O", "O", "O", "H", "H", "C", "C", "O", "C", "O", "O", "H", "H", "H", "H", "C", "C", "O", "C", "O", "O", "H", "H", "H", "H", "C", "C", "O", "C", "O", "O", "H", "H", "H", "H"], "xyz": [[-14.00704, -23.79483, -15.56788], [-11.06217, -22.25176, -15.86626], [-16.70991, -23.00140, -20.59822], [-16.79332, -23.57419, -21.93110], [-16.20939, -25.06976, -22.06444], [-16.44589, -25.65002, -23.14085], [-15.54167, -25.70259, -20.92315], [-15.40831, -25.03448, -19.74920], [-15.99394, -23.64619, -19.62339], [-15.80272, -23.04491, -18.50797], [-14.76988, -25.65356, -18.82728], [-17.15262, -23.05344, -23.01217], [-17.23305, -22.06460, -20.47522], [-15.14215, -26.69949, -21.03698], [-14.49692, -23.31739, -8.49621], [-13.13377, -22.74190, -8.50123], [-12.82986, -22.73540, -9.86994], [-13.88098, -23.11420, -10.58377], [-13.96972, -23.10420, -11.83183], [-14.84091, -23.63548, -9.78263], [-15.14861, -22.56938, -8.04469], [-14.51219, -24.20827, -7.86835], [-12.38997, -23.34716, -7.98304], [-13.22872, -21.75934, -8.03902], [-19.75990, -25.34698, -11.67792], [-20.60462, -24.56553, -12.74877], [-19.65067, -24.11113, -13.58990], [-18.57134, -24.93255, -13.55143], [-17.55541, -24.97803, -14.30769], [-18.78551, -25.76443, -12.58866], [-20.24761, -26.24035, -11.28788], [-19.32139, -24.69601, -10.92159], [-21.09008, -23.70946, -12.28018], [-21.41380, -25.18378, -13.13745], [-13.15147, -29.34144, -11.48310], [-11.96417, -29.95296, -12.27418], [-11.57883, -28.78243, -12.94934], [-12.61949, -27.91845, -13.13955], [-12.70585, -27.09489, -14.02182], [-13.64546, -28.33695, -12.32792], [-12.98206, -28.75548, -10.57974], [-13.88906, -30.12584, -11.31345], [-12.19249, -30.82642, -12.88495], [-11.19595, -30.30712, -11.58678]], "forces_ev_per_a": [[1.0, 0.7, -0.5], [-1.2, -0.6, 0.2], [-0.8, -1.3, -3.3], [0.8, 0.0, -1.1], [-1.4, -0.2, -1.7], [0.9, 0.7, 2.2], [-0.4, 0.3, -1.2], [0.7, -1.5, -1.0], [-0.1, 3.2, 3.9], [0.2, -1.5, -0.9], [-0.4, 0.9, 0.5], [0.2, -0.6, 2.4], [0.4, 0.1, 0.5], [0.0, 0.0, -0.1], [-1.1, -0.8, 3.1], [0.7, 0.0, 0.5], [0.8, 1.0, -0.8], [-0.7, -0.8, -5.5], [0.4, 0.1, 4.8], [-0.1, 0.3, -1.4], [-0.6, -0.2, -0.3], [-0.4, -0.1, 0.0], [0.0, 0.1, 0.0], [0.8, 0.3, -0.4], [-1.4, 0.5, -1.5], [-1.8, 0.0, 3.9], [1.7, 1.1, -2.8], [3.8, 0.3, -3.9], [-4.7, 0.8, 3.1], [2.2, -2.8, 1.7], [0.1, 0.3, 0.2], [-0.1, -0.1, 0.1], [-0.1, 0.1, -0.1], [0.4, -0.2, -0.7], [-0.4, -1.1, 0.2], [-0.6, 1.0, 2.2], [1.2, 0.6, -1.3], [-1.1, -0.5, -2.0], [0.5, -1.2, 2.3], [0.0, 0.9, -1.4], [0.9, -0.9, 0.5], [-0.3, 0.4, 0.1], [-0.4, 0.5, -0.6], [0.3, 0.4, -0.1]]}

***

[2]
{"formula": "C2H10O2", "method": "the ωB97M-V functional and the def2-TZVPD basis", "lumo_ha": [0.1173, 0.1173], "e_above_lowest_ev": 1.2767, "multiplicity": 2, "fmax_ha_per_bohr": 0.090, "charge": -1, "energy_ha": -232.5769, "elements": ["C", "C", "H", "H", "H", "H", "H", "H", "H", "H", "O", "H", "H", "O"], "xyz": [[0.25495, 1.02664, -2.52632], [1.65600, 0.64973, -2.85502], [-0.43320, 0.73335, -3.28170], [0.06709, 2.18784, -2.25320], [0.12176, 0.58129, -1.51333], [1.51374, 0.25347, -3.83795], [2.23288, 1.57028, -2.91012], [2.08993, -0.10492, -2.20743], [0.28041, -2.02608, 7.14871], [0.06158, -0.63723, 6.84658], [0.13231, -1.45969, 6.34988], [-2.58771, -0.52494, -0.23689], [-2.37496, -1.09504, 1.03098], [-3.01479, -1.15470, 0.24582]], "forces_ev_per_a": [[-0.6, 2.7, 3.7], [0.3, 0.8, -1.0], [-0.9, -0.4, -0.1], [0.6, -2.4, -1.0], [-1.2, 0.0, -0.8], [1.0, -0.5, -0.9], [0.7, -0.3, 0.0], [0.1, 0.1, 0.1], [-0.1, -0.1, -1.2], [-0.2, 0.7, -0.6], [0.3, -0.6, 1.8], [1.7, 3.0, -3.0], [-1.2, -0.6, -0.7], [-0.5, -2.5, 3.7]]}

***

[3]
{"formula": "C10H40N4O10", "method": "the ωB97M-V functional and the def2-TZVPD basis", "lumo_ha": -0.0002, "e_above_lowest_ev": 1.7925, "fmax_ha_per_bohr": 0.136, "energy_ha": -1376.2996, "elements": ["N", "C", "N", "O", "H", "H", "H", "H", "N", "C", "N", "O", "H", "H", "H", "H", "C", "O", "H", "H", "H", "H", "C", "O", "H", "H", "H", "H", "C", "O", "H", "H", "H", "H", "C", "O", "H", "H", "H", "H", "C", "O", "H", "H", "H", "H", "C", "O", "H", "H", "H", "H", "C", "O", "H", "H", "H", "H", "C", "O", "H", "H", "H", "H"], "xyz": [[-0.59098, -3.51824, 1.20147], [-1.74917, -2.99691, 1.41307], [-1.74224, -1.74112, 1.20489], [-2.78974, -3.66213, 1.53845], [0.07534, -2.88658, 0.78061], [-0.38584, -4.48534, 1.40821], [-0.80642, -1.47935, 0.92954], [-2.53734, -1.17960, 0.93541], [1.01228, 0.55777, 1.44044], [1.06634, -0.13439, 0.33945], [1.51074, 0.64876, -0.64322], [0.82996, -1.31661, 0.23059], [1.48437, 1.44975, 1.40036], [0.59599, 0.21052, 2.29261], [1.77423, 1.60190, -0.43777], [1.67692, 0.32547, -1.58553], [1.60397, -4.18860, -1.14930], [1.95207, -5.43959, -1.78395], [0.56020, -4.31407, -0.86137], [2.24951, -4.02916, -0.28561], [1.56815, -3.33427, -1.82527], [2.73601, -5.30903, -2.32246], [-2.73285, 1.86561, 1.16064], [-3.06774, 3.21233, 1.13125], [-3.37231, 1.21621, 0.56275], [-1.70206, 1.64124, 0.88634], [-2.73672, 1.62295, 2.22328], [-2.41950, 3.77040, 1.56705], [-1.57082, -2.07628, -2.30411], [-0.74561, -1.50824, -3.26008], [-2.51124, -2.40084, -2.74949], [-1.19921, -2.95919, -1.78402], [-1.92417, -1.27538, -1.65464], [0.13348, -1.35387, -2.90657], [0.27097, 3.34567, 3.46993], [-0.20780, 2.67487, 4.66204], [0.16597, 2.87346, 2.49315], [0.03262, 4.40905, 3.44703], [1.35015, 3.31230, 3.61942], [-0.22010, 1.71532, 4.68866], [0.97306, -1.50082, 3.95643], [0.04145, -0.41738, 3.82556], [0.49391, -2.44626, 3.70217], [1.87528, -1.24407, 3.40128], [1.26454, -1.73130, 4.98113], [-0.87146, -0.68041, 3.96342], [1.96917, -0.36685, -4.37035], [2.17690, -1.04429, -3.13208], [1.05669, 0.22920, -4.35586], [2.81492, 0.25452, -4.66481], [1.80848, -1.11717, -5.14449], [2.88849, -1.68721, -3.17559], [-1.27874, 1.70254, -2.26930], [-2.05593, 2.85008, -2.02990], [-0.68766, 1.54555, -1.36705], [-1.88454, 0.80093, -2.36003], [-0.65305, 1.74221, -3.16095], [-2.95533, 2.55623, -1.86765], [0.58495, 4.42330, -0.90640], [1.51650, 3.46908, -0.46078], [0.71083, 5.30781, -0.28198], [0.74565, 4.72368, -1.94179], [-0.46074, 4.13177, -0.80817], [2.28920, 3.63407, -1.00606]], "forces_ev_per_a": [[4.3, -2.2, 0.1], [-5.6, -4.2, -0.6], [0.4, 5.9, -0.1], [0.1, 0.0, 1.0], [0.7, -0.8, 0.3], [-0.2, 0.4, -0.2], [-0.4, 1.4, -0.2], [0.1, -0.6, 0.2], [-0.1, 1.6, 2.7], [1.4, 0.7, -1.4], [0.9, 0.4, -2.2], [-0.7, -2.0, -0.5], [-0.5, -0.1, 0.6], [0.0, 0.0, 0.2], [-0.5, -0.2, -0.3], [0.0, -0.4, 0.3], [-0.5, -1.0, -0.4], [-0.1, 0.6, 0.0], [0.2, -0.1, 0.3], [-0.1, 0.3, 0.0], [0.5, 0.0, -0.1], [0.0, 0.0, 0.0], [1.3, -0.5, 1.6], [-0.9, 1.1, -1.3], [-0.4, 0.5, 0.1], [0.3, 0.2, -0.6], [-0.4, -1.0, 0.1], [0.2, -0.4, 0.1], [-1.5, 0.2, 0.5], [0.6, 0.0, -1.2], [0.1, -0.1, -0.6], [0.4, 0.3, 0.2], [0.3, -0.2, 0.9], [0.2, -0.2, 0.3], [1.9, -1.2, 1.2], [-1.0, 1.4, -0.4], [-1.0, -0.2, 0.1], [-0.7, -0.3, 0.3], [0.4, 0.4, -0.3], [0.4, -0.1, -0.9], [-0.6, -0.7, 0.8], [0.5, 0.3, 0.4], [0.2, 0.1, -1.0], [-0.3, -0.3, -0.2], [0.1, 0.8, 0.4], [0.0, -0.4, -0.1], [0.2, -0.8, -0.8], [-0.5, 0.7, 0.5], [0.1, 0.0, 0.5], [0.1, 0.1, 0.2], [0.0, 0.1, -0.2], [0.0, 0.1, -0.3], [0.0, -0.9, 0.9], [-0.4, 0.4, -0.5], [0.5, -0.1, -0.3], [-0.1, 0.0, -0.2], [0.0, 0.4, 0.0], [0.0, 0.3, 0.0], [-0.8, 1.5, 0.3], [0.5, -0.5, -0.2], [-0.1, 0.3, -0.1], [0.0, -0.2, -0.1], [0.2, -0.6, 0.0], [0.3, -0.1, 0.2]]}

***

> What is the formula in the first record?

C15H14BrO13Pd

***

> Number 1 is which compound?

C15H14BrO13Pd